52
Properties=species:S:1:pos:R:3:forces:R:3 method="wB97M-V/def2-TZVPD" homo_energy_ev=-8.288 e_lumo_ev=-0.05 total_charge=0 de_lowest_kj_mol=1730.57 smiles="CCn1c(CSCc2ccc(Cl)cc2)nnc1SCC(=O)Nc1cccc(C(=O)O)c1" spin_multiplicity=1 energy_ha=-2513.5414
Cl -5.506927 3.477006 2.206836 1.7 -0.3 -0.9
S 3.058275 -1.614394 -1.931928 5.3 -4.2 -2.5
S -1.053344 2.642059 -3.248813 -0.1 -0.4 3.0
O -1.788041 -0.904240 3.412429 -2.6 8.6 -4.7
O -2.129303 -2.328896 4.778570 -7.7 -5.6 9.6
O 4.097101 -3.604551 0.704569 -2.3 2.1 0.7
N 1.703953 -0.013932 -0.546521 -4.3 -0.4 -2.8
N 0.735574 -0.405979 -2.800758 1.9 3.3 18.5
N 0.242729 0.443955 -0.667005 2.4 0.3 0.6
N 2.444960 -1.974483 1.242838 3.3 4.7 -6.1
C -1.924400 3.444556 -0.631525 3.0 0.9 1.9
C -0.151640 0.278643 -1.868509 0.6 0.7 -2.7
C 1.871148 -0.617420 -1.724265 -4.9 4.0 0.4
C -1.406121 -1.951108 4.013243 -6.6 6.6 -0.5
C -1.374842 1.004676 -2.433465 0.8 0.9 4.5
C 1.373232 0.464403 -4.801925 -11.1 -2.2 -5.5
C 4.221737 -1.450097 -0.461256 -7.9 -1.2 2.2
C -0.692917 3.539610 -1.367153 0.8 1.3 -5.7
C -1.805941 2.671115 0.528683 -3.7 -0.5 -1.1
C 0.715166 -0.700424 -4.012552 1.9 -3.7 -7.9
C -2.841156 4.449561 -0.703547 -5.2 0.0 -1.4
C -4.188209 4.400603 0.065123 16.1 -11.0 -1.0
C 1.454527 -4.202221 3.928452 -6.4 1.0 -1.2
C 0.001956 -3.843363 4.117981 3.8 2.5 3.6
C 3.491856 -2.507783 0.644489 5.8 -1.0 -3.4
C 2.098266 -3.831746 2.854039 4.4 1.7 -3.1
C -4.005051 3.531451 1.054834 -5.7 1.3 1.6
C 0.589664 -1.996651 2.536456 -2.2 0.9 1.6
C -2.990387 2.708523 1.183654 2.0 -5.0 7.3
C 1.766843 -2.625252 2.076967 -7.1 -2.9 7.8
C -0.336878 -2.543061 3.776128 15.0 -5.9 -9.4
H 0.252911 -0.952424 2.032977 0.8 -2.6 1.3
H 2.230323 0.626371 -4.501045 8.6 1.5 2.7
H 1.259367 0.046787 -5.862499 0.9 1.2 1.0
H -0.286877 -4.124535 5.144553 -1.0 -0.7 -0.9
H 1.427469 -1.730125 -3.975836 -2.0 2.2 -1.4
H -2.991284 1.972044 2.257800 -0.4 2.2 -3.3
H -1.786572 0.329689 -3.027950 -2.0 -2.5 -3.6
H 5.144012 -1.659394 -0.756457 3.8 -0.9 -1.0
H -0.444115 4.570500 -1.760226 -0.4 -1.0 0.6
H 0.236951 3.048871 -1.167166 -0.1 -0.5 1.0
H 2.058176 -0.972364 0.713900 0.7 -2.3 1.1
H -2.883599 5.003362 -1.666469 0.4 0.1 0.9
H -2.132342 0.902102 -1.538672 1.2 1.3 -1.5
H 1.671618 -5.117581 4.251313 1.3 -3.4 2.1
H -4.713142 5.066209 -0.007623 -10.8 12.4 -1.5
H -0.345116 -0.948090 -4.237289 0.8 -0.1 -0.9
H 0.690454 1.407019 -4.743565 1.4 -1.7 0.1
H -1.346633 1.743817 0.722661 2.0 -0.3 -0.2
H 3.906704 -0.510505 -0.112764 0.8 1.7 0.4
H -2.710810 -0.284810 3.641904 4.1 -3.8 -0.1
H 3.090674 -4.357506 2.666382 -1.4 0.9 -0.1

=====

46
Properties=species:S:1:pos:R:3:forces:R:3 method="wB97M-V/def2-TZVPD" homo_energy_ev=-9.266 e_lumo_ev=0.46 total_charge=0 de_lowest_kj_mol=102.80 smiles="Fc1ccccc1.Fc1ccccc1.Fc1ccccc1.CC(C)=O" spin_multiplicity=1 energy_ha=-1187.5907
F 5.930070 36.930460 -17.269840 -0.2 -1.2 -0.4
F 2.348380 26.872120 -25.042210 -1.0 1.2 0.2
F -9.975890 29.851200 -16.242210 0.5 -0.1 0.5
O -3.464680 33.362130 -17.698700 -0.7 1.0 0.6
C -9.605990 29.009340 -15.241110 -0.5 -1.1 0.2
C -10.612470 28.396080 -14.518100 -0.4 0.1 0.1
C -0.783190 29.430540 -25.833870 0.4 0.6 0.2
C -7.923020 27.669720 -14.083370 -1.5 1.3 -0.4
C 1.228600 28.948580 -24.576250 -0.1 0.6 0.6
C -8.950100 27.097770 -13.278840 0.2 0.7 -1.6
C 5.567780 33.292770 -17.882840 1.2 -0.1 -0.8
C -2.717870 32.740630 -18.394290 -0.4 -1.4 0.0
C 1.306720 27.782440 -25.258760 2.0 -1.6 0.0
C 6.572240 33.107690 -18.818100 1.5 1.8 -1.0
C -8.286540 28.656750 -15.031200 -0.7 0.5 -0.1
C 0.145220 29.781080 -24.864660 0.1 -0.4 0.4
C 6.088620 35.679590 -17.807660 -0.7 -1.4 -0.3
C 5.319060 34.559360 -17.407560 0.3 2.0 1.2
C -3.224950 31.880910 -19.519730 0.4 0.5 -0.2
C 7.032610 35.511650 -18.815390 -0.2 0.5 0.3
C -10.301780 27.460300 -13.551800 1.8 -0.2 0.7
C 0.458010 27.458880 -26.267340 0.0 -1.6 -0.5
C 7.346080 34.257580 -19.311200 -1.8 -1.8 1.4
C -0.575690 28.272630 -26.576890 -0.9 1.3 -0.5
C -1.280310 32.592380 -18.073420 0.5 0.2 0.7
H -3.193280 32.569660 -20.363960 -0.2 -0.2 -0.4
H -8.727260 26.363240 -12.519100 0.0 0.0 0.0
H -7.638220 29.286980 -15.621880 0.8 -0.5 0.0
H -1.132620 28.070720 -27.479910 -0.5 -0.1 0.2
H -0.927520 33.465770 -17.524950 0.3 0.2 -0.5
H -1.598390 30.119950 -25.996850 -0.1 -0.2 -0.3
H 5.106120 32.411460 -17.462620 -0.4 0.2 0.0
H -1.277870 31.834060 -17.290450 0.1 -0.5 -0.1
H -11.071060 27.026360 -12.930260 -0.2 0.0 -0.1
H 4.626180 34.661160 -16.585400 -0.2 0.3 0.0
H -6.849420 27.552420 -14.079130 0.0 -0.7 0.8
H -4.250050 31.547820 -19.357520 0.2 0.0 0.0
H 7.483810 36.421280 -19.183370 0.4 -0.1 0.0
H 8.188210 34.170050 -19.981700 -0.2 -0.3 -0.2
H 6.792140 32.101090 -19.141840 0.2 0.0 -0.2
H -11.646070 28.658730 -14.688620 -0.1 0.1 -0.1
H 0.550330 26.512290 -26.779040 0.4 0.0 -0.1
H 1.958660 29.190700 -23.818100 0.0 0.1 0.0
H -0.677120 32.250450 -18.914470 0.2 0.3 0.2
H -2.499040 31.090400 -19.710090 -0.4 -0.2 -0.1
H 0.045250 30.667130 -24.255300 -0.2 0.2 -0.2

=====

55
Properties=species:S:1:pos:R:3:forces:R:3 method="wB97M-V/def2-TZVPD" homo_energy_ev=-4.756 e_lumo_ev=2.91 total_charge=-1 de_lowest_kj_mol=95.39 spin_multiplicity=1 energy_ha=-2183.1551
Pd 0.993548 0.613684 -0.486630 -0.5 -0.1 0.0
S -2.368770 1.684820 0.376455 0.2 -0.2 -0.1
F 1.464223 0.030201 2.098236 0.1 0.0 -0.1
F 3.314896 0.615209 1.130452 0.0 0.1 0.0
F 2.573119 -1.380924 0.886851 -0.1 -0.2 0.1
F 3.432776 -1.383164 -5.596887 0.0 0.0 0.0
O -3.014067 0.762675 -0.532846 0.0 0.1 0.1
O -3.089581 2.862134 0.790339 -0.1 0.1 -0.1
O -0.651532 -1.622478 -1.160634 -0.2 -0.1 0.0
N -0.952484 2.035640 -0.326892 0.5 -0.2 0.6
N 1.035866 3.130275 -0.497618 0.1 0.6 -0.3
N -0.237900 3.400675 1.491422 -0.1 0.1 0.2
N -1.180493 -1.385706 5.346336 0.0 -0.1 0.1
C 2.688472 -1.328969 -2.048842 0.0 0.3 -0.1
C 3.006652 -0.941140 -4.379115 0.1 -0.1 -0.1
C -2.073979 -3.481746 -1.493380 0.0 0.0 0.0
C 3.129507 -1.777029 -3.289236 0.0 0.0 0.0
C -1.517465 -1.312423 2.945776 0.0 0.0 0.0
C 2.030247 0.759653 -3.035916 0.1 -0.1 0.1
C -1.460279 -0.665974 4.178253 0.0 0.0 -0.1
C 1.872485 4.488337 1.273338 0.0 0.0 -0.1
C -2.630552 -2.236393 -2.216540 0.0 0.0 -0.1
C -1.411862 -1.325972 -2.326958 0.1 0.0 0.1
C -0.682119 -3.028970 -1.006928 0.0 0.1 0.0
C -0.056274 2.892526 0.264573 -0.7 0.1 0.0
C -1.728840 0.699296 4.238553 0.0 0.0 0.0
C 2.122532 -0.057396 -1.903246 0.2 -0.5 -0.4
C 1.961554 3.919043 0.007404 0.2 0.0 0.0
C 2.471697 0.322048 -4.282128 0.0 0.1 0.0
C 0.725524 4.174236 1.973541 -0.1 0.0 0.0
C 2.162377 -0.079948 0.913563 0.2 -0.2 0.2
C -2.014412 1.409353 3.085741 0.0 0.1 0.0
C -1.803587 -0.601454 1.794919 0.1 0.1 0.0
C -2.033181 0.765716 1.856162 0.0 0.0 0.1
H -1.817467 -1.093586 0.836072 0.0 -0.1 -0.2
H -0.811255 -0.817167 6.091407 0.0 0.0 0.0
H 3.555986 -2.764093 -3.418183 0.0 0.0 0.0
H -1.992040 -4.337727 -2.164362 0.0 0.0 0.0
H -0.485951 -3.246682 0.043651 0.0 0.0 0.0
H 2.777004 -1.978544 -1.193587 0.0 -0.1 0.0
H 0.564140 4.558968 2.977332 0.0 0.0 0.0
H 2.398783 0.946674 -5.163314 0.0 0.0 0.0
H -1.316520 -2.376943 2.886587 0.0 0.0 0.0
H -1.698195 1.210327 5.194803 0.0 0.0 0.0
H -2.713847 -3.775209 -0.660992 0.0 0.0 0.0
H 2.648227 5.120631 1.678337 0.0 0.0 0.0
H 2.833555 4.084499 -0.619552 0.0 0.0 0.0
H 1.599477 1.752285 -2.941673 0.0 0.0 0.0
H -0.606807 -2.200237 5.196663 0.0 0.0 0.0
H -2.212137 2.470629 3.120580 0.0 0.0 0.0
H -3.059997 -2.474357 -3.189867 0.0 0.0 0.0
H -0.808331 -1.546633 -3.219185 0.0 0.0 0.0
H -3.392013 -1.739224 -1.616588 0.0 0.0 0.0
H -1.654655 -0.266230 -2.294996 0.0 0.0 0.0
H 0.113938 -3.483216 -1.611250 0.0 0.0 0.0